Record 1
Here is a cluster of 3 separate species, C11H22N3O4S2 in total from the Open Molecules 2025 dataset. Energies are from wB97M-V/def2-TZVPD.

XYZ file:
```
42
Properties=species:S:1:pos:R:3:forces:R:3
N 1.8066 2.0542 0.5530 2.2 0.4 -0.3
C 3.1335 1.9461 -0.0778 -3.4 -0.4 2.7
N 3.4626 2.4817 -1.2802 3.0 -2.3 2.8
C 4.8661 2.1298 -1.4062 0.4 -1.4 2.1
C 5.2502 1.3679 -0.2428 -0.8 1.3 -1.8
N 4.0968 1.2813 0.6345 1.5 1.8 -5.0
H 1.9276 2.8607 1.1924 -0.6 -0.2 -0.5
H 1.6968 1.2542 1.1994 -0.1 0.3 -0.6
H 2.8691 2.9985 -1.9351 0.2 -0.4 0.6
H 5.4893 2.4243 -2.2798 -0.8 -0.3 1.0
H 6.2437 0.9024 -0.0034 -1.4 0.7 -0.3
H 4.0429 0.8148 1.5436 -0.3 0.3 -0.5
C -0.4118 -2.8069 -1.2279 -0.1 0.3 0.0
C 0.9135 -2.2981 -1.8039 -0.1 -0.2 -0.2
C 1.6767 -1.6265 -0.6592 0.3 0.3 -0.6
S 1.1373 -2.4259 0.8441 -0.3 -0.8 -0.1
O 0.4301 -1.4498 1.6471 0.4 0.2 0.1
O 2.2154 -3.2215 1.3766 0.0 0.5 0.3
C -0.0577 -3.5064 0.0788 -0.3 -0.1 -0.3
H -0.9209 -3.4804 -1.9176 0.0 0.0 0.1
H -1.0760 -1.9611 -1.0285 -0.1 -0.1 0.0
H 1.4940 -3.1412 -2.1888 0.0 0.1 0.1
H 0.7542 -1.6063 -2.6328 0.0 0.0 0.1
H 2.7544 -1.7518 -0.7692 0.0 0.0 0.2
H 1.4306 -0.5657 -0.5796 -0.1 -0.1 0.1
H -0.9140 -3.6423 0.7381 0.1 0.1 0.1
H 0.4310 -4.4648 -0.1049 0.1 0.1 0.1
C -2.6316 1.8317 0.7434 0.0 0.0 -0.1
C -4.0866 2.2378 0.4899 0.0 0.2 0.1
C -4.8301 0.9946 -0.0066 -0.2 0.4 -0.2
S -3.9776 -0.4141 0.7001 -0.2 0.1 0.4
O -3.3757 -1.1736 -0.3717 0.0 -0.1 0.1
O -4.8170 -1.0285 1.6962 0.2 -0.2 -0.3
C -2.6961 0.5216 1.5198 0.4 0.3 0.1
H -2.0875 2.5990 1.2970 0.0 0.0 0.0
H -2.1200 1.6763 -0.2118 0.0 0.0 0.1
H -4.5350 2.5864 1.4244 0.0 0.0 -0.1
H -4.1587 3.0534 -0.2315 0.0 -0.1 0.0
H -5.8688 0.9882 0.3211 0.1 -0.2 0.0
H -4.7829 0.9070 -1.0925 0.0 -0.1 0.1
H -1.7599 -0.0364 1.5024 -0.1 -0.2 0.0
H -3.0143 0.6898 2.5500 0.0 -0.1 -0.1
```
Positions in Å, forces in eV/Å.

Calculated values
**Frontier orbital gap**: 8.86 eV
**Total charge**: +1
**LUMO**: -3.428 eV

Per-atom natural (NBO) charges, elementary charge units:
1. N -0.809
2. C 0.616
3. N -0.497
4. C -0.067
5. C -0.055
6. N -0.513
7. H 0.398
8. H 0.403
9. H 0.484
10. H 0.277
11. H 0.280
12. H 0.480
13. C -0.414
14. C -0.401
15. C -0.687
16. S 2.168
17. O -0.968
18. O -0.929
19. C -0.674
20. H 0.240
21. H 0.239
22. H 0.217
23. H 0.225
24. H 0.246
25. H 0.220
26. H 0.272
27. H 0.248
28. C -0.404
29. C -0.402
30. C -0.681
31. S 2.175
32. O -0.961
33. O -0.925
34. C -0.686
35. H 0.219
36. H 0.205
37. H 0.215
38. H 0.226
39. H 0.262
40. H 0.248
41. H 0.265
42. H 0.245

Record 2
Here is the ion C11H22NO3 with charge +1 from the Open Molecules 2025 dataset. Energies are from wB97M-V/def2-TZVPD.

XYZ file:
```
37
Properties=species:S:1:pos:R:3:forces:R:3
C -0.2168 -2.3911 -0.2521 0.8 2.1 4.7
C -0.6597 0.1099 1.7937 -1.9 -0.5 1.4
C 0.3717 -3.4536 0.7272 -2.7 1.4 -1.1
C 0.8372 0.0582 -0.5297 -3.7 -3.0 0.1
C 1.0045 -1.5417 -0.5754 1.0 1.0 -1.2
C 2.1530 -2.1845 0.2417 -2.6 0.4 -2.6
C 1.3404 -1.6730 -2.1450 1.2 0.1 1.2
C -0.3518 2.6491 -0.9409 0.2 1.4 -0.4
C -2.2658 1.1165 -0.4587 -0.6 1.0 -1.7
C -1.5210 2.7415 1.2445 -0.4 -0.1 0.9
C -1.0361 1.8545 0.1240 -1.9 -0.8 -1.6
N -0.0942 0.8472 0.6583 3.7 -0.6 1.3
O 1.6408 -3.1882 0.9703 1.7 -0.3 0.8
O 1.9396 0.7278 -0.5390 4.8 0.9 1.2
O 3.2376 -1.5303 0.6902 -0.2 -1.1 2.2
H -0.6017 -2.7999 -1.0781 -1.5 -1.7 -3.2
H -1.0500 -1.7059 0.1851 1.2 -1.6 -0.5
H -0.8135 0.8804 2.6548 0.0 -1.8 -1.5
H -0.0335 -0.6743 2.2268 0.4 0.2 -0.6
H -1.6301 -0.4421 1.4277 1.7 1.5 1.1
H -0.0463 -4.4435 0.7986 0.5 -0.2 0.3
H 0.1413 0.2499 -1.3701 0.9 0.3 0.3
H 1.3257 -2.7608 -2.4302 0.4 1.1 0.3
H 2.3741 -1.1447 -2.2785 -2.0 -1.2 -0.4
H 0.5199 -1.1731 -2.6827 0.5 -0.1 -0.2
H -1.0048 3.5075 -1.2167 0.6 -0.4 0.5
H 0.5686 2.9760 -0.4435 0.1 0.6 -0.7
H -0.1287 2.1932 -1.9104 0.1 -0.4 0.4
H -2.6861 1.7917 -1.2525 0.3 -0.5 0.7
H -3.0852 0.9511 0.2052 -0.4 0.1 0.9
H -2.1558 0.1593 -0.9644 0.8 -0.1 -0.1
H -2.3601 3.4352 0.9503 1.1 -0.8 0.1
H -1.9389 1.9721 1.9503 0.1 1.8 -0.2
H -0.6521 3.3199 1.6556 -0.9 -0.4 0.0
H 0.8136 1.3224 1.0071 -2.1 -0.2 -0.3
H 2.7333 0.3300 0.0393 -2.5 0.7 -1.7
H 3.3306 -2.0867 1.5173 1.2 1.3 -0.5
```
Positions in Å, forces in eV/Å.

Calculated values
**Frontier orbital gap (alpha / beta)**: 7.97 / 7.68 eV
**ΔE to the lowest compared entry with this formula, charge and spin**: 147.04 kcal/mol
**Total charge**: +1
**LUMO (alpha / beta)**: -2.724 / -2.659 eV

Per-atom natural (NBO) charges, elementary charge units:
1. C -0.465
2. C -0.450
3. C 0.078
4. C 0.351
5. C -0.168
6. C 0.491
7. C -0.588
8. C -0.636
9. C -0.664
10. C -0.630
11. C 0.131
12. N -0.455
13. O -0.428
14. O -0.708
15. O -0.685
16. H 0.226
17. H 0.201
18. H 0.243
19. H 0.241
20. H 0.239
21. H 0.202
22. H 0.196
23. H 0.240
24. H 0.236
25. H 0.205
26. H 0.248
27. H 0.218
28. H 0.232
29. H 0.247
30. H 0.230
31. H 0.225
32. H 0.260
33. H 0.221
34. H 0.224
35. H 0.438
36. H 0.538
37. H 0.516

Record 3
Here is the ion C11H22NS with charge +1 from the Open Molecules 2025 dataset. Energies are from wB97M-V/def2-TZVPD.

XYZ file:
```
35
Properties=species:S:1:pos:R:3:forces:R:3
C 3.5634 0.8410 -0.5405 1.2 -3.1 -0.3
C 2.4714 0.4027 -1.5788 0.3 -0.8 1.2
C 3.1254 0.7903 0.9751 0.6 2.2 -1.5
C 1.0841 0.7296 -0.9587 0.4 0.6 -2.1
C 1.7902 1.5356 1.3258 -0.4 -1.1 -0.8
C -0.7211 -1.2371 0.3451 0.1 -1.0 -1.6
C -2.2948 0.2475 -0.9403 -3.7 -0.5 2.7
C 0.8911 0.6362 0.4703 -0.3 0.0 3.1
C -2.1964 -1.0391 0.0657 0.6 3.3 0.0
C -2.6819 -2.1602 -0.7765 0.5 -3.6 1.2
C -2.8370 -0.7244 1.4261 -1.3 1.8 -1.4
N 0.1266 -0.3231 1.0338 2.6 2.6 -1.2
S -1.3371 1.5777 -0.4460 -0.2 3.7 0.4
H 4.4106 0.0331 -0.6834 -1.4 1.6 0.6
H 4.0667 1.7562 -0.8309 -0.4 0.4 0.2
H 2.6676 0.8471 -2.5668 -0.5 0.3 0.5
H 2.4734 -0.6860 -1.8123 0.3 0.5 0.6
H 2.9596 -0.1887 1.3370 0.5 -1.3 0.3
H 3.9110 1.2990 1.5198 0.2 -0.3 0.4
H 0.8025 1.7285 -1.3204 0.3 -0.3 0.4
H 0.3038 0.0782 -1.2578 -0.2 -0.5 -1.7
H 1.6570 1.4431 2.4299 -0.3 0.3 -0.9
H 1.7526 2.5931 0.9596 0.0 -1.0 0.4
H -0.6640 -2.1220 0.9029 0.3 -1.6 0.5
H -0.3477 -1.3826 -0.6543 0.9 -0.7 -0.1
H -3.3373 0.7931 -0.9899 1.5 -2.0 -0.2
H -3.7531 -2.1234 -0.8143 -0.6 -0.1 -0.2
H -2.3836 -3.1946 -0.2979 -0.8 1.8 -0.7
H -2.2820 -2.2587 -1.7981 0.0 0.6 0.4
H -2.1349 -0.3542 2.1972 -0.4 0.2 -0.7
H -3.4378 -1.4454 1.9025 -0.4 -1.6 0.3
H -3.6183 0.0212 1.1017 0.8 -0.1 1.2
H -2.0231 -0.0988 -1.8781 0.5 -0.4 -2.0
H 0.2454 -0.3706 2.0163 -0.4 -0.2 1.0
H -2.2525 2.3557 0.1361 -0.3 -0.1 0.1
```
Positions in Å, forces in eV/Å.

Calculated values
**Structure (SMILES)**: CC(C)(CS)C[NH+]=C1CCCCC1
**Frontier orbital gap**: 8.51 eV
**ΔE to the lowest compared entry with this formula, charge and spin**: 74.35 kcal/mol
**Total charge**: +1
**LUMO**: -3.761 eV

Per-atom natural (NBO) charges, elementary charge units:
1. C -0.420
2. C -0.390
3. C -0.390
4. C -0.569
5. C -0.491
6. C -0.249
7. C -0.578
8. C 0.619
9. C -0.040
10. C -0.623
11. C -0.633
12. N -0.524
13. S 0.031
14. H 0.239
15. H 0.231
16. H 0.246
17. H 0.216
18. H 0.204
19. H 0.248
20. H 0.294
21. H 0.217
22. H 0.239
23. H 0.261
24. H 0.232
25. H 0.209
26. H 0.266
27. H 0.241
28. H 0.220
29. H 0.228
30. H 0.207
31. H 0.242
32. H 0.226
33. H 0.225
34. H 0.418
35. H 0.148

Record 4
Here is the molecule C11H22O2 from the Open Molecules 2025 dataset. Energies are from wB97M-V/def2-TZVPD.

XYZ file:
```
35
Properties=species:S:1:pos:R:3:forces:R:3
C 0.1129 1.2357 4.7018 0.1 -0.2 0.0
H 0.7149 2.1398 4.7654 0.0 0.1 0.0
C 0.9656 0.0587 4.2421 0.2 0.2 -0.1
C 1.6835 0.3161 2.9171 -0.3 -0.2 0.1
C 0.7326 0.4290 1.7270 0.4 0.0 0.0
C 1.4997 0.5500 0.4115 -0.3 0.2 0.0
C 0.6053 0.8626 -0.7898 0.1 -0.2 0.1
H 1.2301 0.9595 -1.6800 -0.1 0.1 -0.1
H 0.1051 1.8168 -0.6182 0.0 0.1 -0.1
C -0.4587 -0.2098 -1.0559 0.2 0.1 -0.3
C 0.1887 -1.5717 -1.1652 -0.3 -0.1 0.4
O -0.0747 -2.5244 -0.4806 0.0 -0.2 0.1
O 1.0981 -1.6322 -2.1478 0.4 0.2 -0.5
H 1.4780 -2.5233 -2.1959 -0.2 0.1 0.2
H -1.1618 -0.2527 -0.2200 0.1 -0.1 -0.1
C -1.2418 0.0503 -2.3532 -0.1 0.2 0.3
C -2.1466 1.2776 -2.2734 0.1 -0.2 -0.2
C -2.9852 1.4267 -3.5371 0.1 0.1 0.2
H -2.3442 1.5315 -4.4097 0.0 0.0 -0.1
H -3.6218 2.3059 -3.4715 -0.1 0.1 -0.1
H -3.6189 0.5544 -3.6813 -0.1 -0.1 -0.1
H -1.5427 2.1760 -2.1392 0.0 0.0 0.1
H -2.8070 1.1841 -1.4086 0.0 0.1 0.1
H -1.8620 -0.8253 -2.5645 0.0 0.0 -0.1
H -0.5358 0.1654 -3.1778 0.0 -0.1 -0.1
H 2.2371 1.3518 0.5043 0.1 -0.1 0.0
H 2.0482 -0.3773 0.2304 0.1 0.0 0.0
H 0.0927 1.3051 1.8470 -0.1 0.0 0.0
H 0.0980 -0.4582 1.7002 -0.1 0.0 0.0
H 2.3768 -0.5080 2.7308 0.1 0.0 0.0
H 2.2743 1.2320 2.9992 0.1 0.0 0.0
H 1.7155 -0.1527 5.0084 0.0 -0.1 0.0
H 0.3366 -0.8285 4.1423 0.0 -0.1 0.0
H -0.3082 1.0353 5.6845 -0.1 0.1 0.1
H -0.7084 1.4157 4.0133 -0.1 0.1 0.0
```
Positions in Å, forces in eV/Å.

Calculated values
**Structure (SMILES)**: CCCCCC[C@@H](CCC)C(=O)O
**Frontier orbital gap**: 10.98 eV
**ΔE to the lowest compared entry with this formula, charge and spin**: 1.18 kcal/mol
**LUMO**: 0.808 eV

Per-atom natural (NBO) charges, elementary charge units:
1. C -0.607
2. H 0.199
3. C -0.388
4. C -0.386
5. C -0.407
6. C -0.391
7. C -0.387
8. H 0.213
9. H 0.206
10. C -0.326
11. C 0.806
12. O -0.598
13. O -0.698
14. H 0.499
15. H 0.227
16. C -0.380
17. C -0.393
18. C -0.598
19. H 0.202
20. H 0.209
21. H 0.202
22. H 0.197
23. H 0.196
24. H 0.205
25. H 0.208
26. H 0.204
27. H 0.196
28. H 0.192
29. H 0.205
30. H 0.200
31. H 0.190
32. H 0.198
33. H 0.196
34. H 0.209
35. H 0.200

In the order shown, the computed max |F| values come out to 5.6; 5.2; 4.6; 0.7 eV/Å.
In the order shown, the computed E values come out to -46086.88504; -19384.35408; -24080.22806; -15860.00063 eV.